# 1
Here is 3 unconnected molecules or ions with the total composition C7H10O from the Open Molecules 2025 dataset. Energies are from the ωB97M-V functional and the def2-TZVPD basis.

Last column: Mulliken charge in e.
CARTESIAN COORDINATES (ANGSTROEM)
C: -1.1956 -0.6752 0.3520  -1.76
C: 0.0883 0.2139 0.4133  2.41
C: 0.2022 1.0926 -0.8174  -0.72
C: -0.8745 0.9305 -1.6499  -0.77
C: 1.2390 -0.5848 0.6801  -0.97
C: 1.8949 -1.3886 -0.3426  -0.65
C: -0.2524 1.1051 1.5481  -0.17
H: -2.3048 -0.3497 0.3117  0.43
H: -1.0045 -1.8197 0.8963  0.24
H: -1.3423 -0.9218 -0.6665  0.59
H: 1.0490 1.7429 -1.1715  0.35
H: -0.7663 1.2830 -2.6273  0.31
H: -1.8813 0.4469 -1.4469  0.25
H: 1.9036 0.1734 1.7519  0.21
H: 1.3791 -2.1338 -1.5624  0.24
H: 2.8841 -1.8031 0.2960  0.24
H: -1.2935 1.6231 1.3003  0.29
O: 0.2752 1.0653 2.7351  -0.55

Values from the calculation:
- total charge = 0
- 2S+1 = 1
- electronic energy (hartree) = -347.63551
- frontier orbital gap (eV) = 10.0
- energy above the lowest of the compared OMol25 structures with the same formula, charge and spin (kJ/mol) = 860.3

***

# 2
Here is C7H10O in the gas phase from the Open Molecules 2025 dataset. Energies are from the ωB97M-V functional and the def2-TZVPD basis.

Last column: Mulliken charge in e.
CARTESIAN COORDINATES (ANGSTROEM)
C: 0.8607 -0.1956 -1.6950  -0.31
C: -0.4510 -0.0069 -1.5944  -0.50
C: -1.2392 -0.4204 -0.3295  -0.04
C: -1.4124 0.6259 0.9977  -0.67
C: -0.0185 0.3665 1.8914  -0.50
C: 0.6816 -0.1596 0.6278  -0.29
C: 1.7916 -0.5767 -0.4104  -0.59
O: -0.2479 -1.1714 0.4310  -0.44
H: 1.2990 0.2548 -2.6650  0.26
H: -0.9815 0.3738 -2.5363  0.28
H: -2.1297 -0.9526 -0.7145  0.44
H: -1.5683 1.7418 0.6659  0.23
H: -2.4213 0.3258 1.4492  0.34
H: 0.4920 1.2746 2.1817  0.37
H: -0.0324 -0.5706 2.5879  0.27
H: 0.4440 0.7395 0.0021  0.49
H: 2.7770 -0.0856 -0.4135  0.32
H: 2.1566 -1.5633 -0.4762  0.35

Values from the calculation:
- SMILES = C1=C[C@@H]2CC[C@@H](C1)O2
- total charge = 0
- 2S+1 = 1
- electronic energy (hartree) = -347.74779
- frontier orbital gap (eV) = 9.9
- energy above the lowest of the compared OMol25 structures with the same formula, charge and spin (kJ/mol) = 565.5

***

# 3
Here is C7H10O2 in the gas phase from the Open Molecules 2025 dataset. Energies are from the ωB97M-V functional and the def2-TZVPD basis.

Last column: Mulliken charge in e.
CARTESIAN COORDINATES (ANGSTROEM)
C: -1.7398 -0.9155 -0.5381  -1.11
C: -0.4584 -0.6445 0.2213  1.26
C: -0.6003 -0.1002 1.7221  -0.87
C: -0.0879 1.1818 1.5950  0.00
O: 0.4357 1.6538 0.4036  -0.42
C: 0.4550 0.4078 -0.4809  0.76
C: 0.0057 0.9199 -1.9609  -1.44
C: 1.5654 -0.7065 -0.4563  -0.64
O: 0.4943 -1.6982 0.1393  -0.52
H: -2.0516 -2.1103 -0.3517  0.28
H: -2.4217 0.0566 -0.2114  0.24
H: -1.3998 -0.8752 -1.5835  0.35
H: -0.7591 -0.7651 2.7079  0.24
H: 0.0861 1.9578 2.5116  0.28
H: 0.5006 0.0468 -2.6563  0.31
H: -1.1011 1.1457 -2.3148  0.27
H: 0.6743 1.7005 -2.0497  0.47
H: 2.2632 -0.7289 0.4525  0.28
H: 1.9297 -0.9300 -1.4611  0.27

Values from the calculation:
- SMILES = C[C@]12C=CO[C@@]1(C)CO2
- total charge = 0
- 2S+1 = 1
- electronic energy (hartree) = -423.02471
- frontier orbital gap (eV) = 9.6
- energy above the lowest of the compared OMol25 structures with the same formula, charge and spin (kJ/mol) = 460.0

***

# 4
Here is C7H10O2 in the gas phase from the Open Molecules 2025 dataset. Energies are from the ωB97M-V functional and the def2-TZVPD basis.

Last column: Mulliken charge in e.
CARTESIAN COORDINATES (ANGSTROEM)
C: 0.0649 0.3175 2.5188  -1.06
C: 0.5010 0.1807 1.2652  0.75
C: 1.9631 0.0410 0.9507  -1.28
C: -0.5867 0.4702 -0.0480  -0.04
C: -1.5980 -0.6466 -0.1011  -0.74
C: -0.2800 -0.6499 -0.8464  -0.49
C: -0.7760 -0.2345 -2.5793  0.47
O: -1.6074 -0.9128 -3.1480  -0.52
O: -0.2814 0.8929 -3.1811  -0.46
H: 0.7328 0.2600 3.3768  0.29
H: -0.9881 0.4319 2.7538  0.28
H: 2.2002 -0.9644 0.5881  0.29
H: 2.2812 0.7774 0.2067  0.27
H: 2.5909 0.1903 1.8375  0.40
H: -0.7485 1.5234 -0.2114  0.53
H: -1.8534 -0.9885 0.8953  0.27
H: -2.4456 -0.6677 -0.7841  0.27
H: 0.5104 -1.3799 -0.9135  0.41
H: 0.3205 1.3588 -2.5801  0.35

Values from the calculation:
- SMILES = C=C(C)[C@@H]1C[C@H]1C(=O)O
- total charge = 0
- 2S+1 = 1
- electronic energy (hartree) = -423.07929
- frontier orbital gap (eV) = 10.0
- energy above the lowest of the compared OMol25 structures with the same formula, charge and spin (kJ/mol) = 316.7

***

# 5
Here is C7H10O2 in the gas phase from the Open Molecules 2025 dataset. Energies are from the ωB97M-V functional and the def2-TZVPD basis.

Last column: Mulliken charge in e.
CARTESIAN COORDINATES (ANGSTROEM)
O: -2.2775 0.9392 3.0618  -0.54
C: -1.5259 1.0875 1.9021  -0.36
C: -0.3540 0.1189 1.9083  0.34
O: -0.7180 -1.1987 2.5057  -0.56
C: 0.3292 -0.1047 0.6320  -0.44
C: 0.9028 -0.2214 -0.4306  -0.19
C: 1.5875 -0.3188 -1.6979  0.07
C: 1.0233 -1.2038 -2.7902  -0.59
C: 0.9669 0.2818 -2.9423  -0.59
H: -1.7203 0.6532 3.8575  0.34
H: -1.1725 2.1231 1.7595  0.30
H: -1.9534 0.7636 0.8927  0.29
H: 0.3863 0.5365 2.6179  0.18
H: -1.6375 -1.2224 2.7891  0.37
H: 2.6770 -0.2720 -1.6330  0.36
H: 0.0950 -1.7322 -2.5711  0.27
H: 1.7440 -1.7621 -3.3875  0.25
H: 1.6477 0.7608 -3.6461  0.24
H: -0.0007 0.7713 -2.8280  0.26

Values from the calculation:
- SMILES = OC[C@@H](O)C#CC1CC1
- total charge = 0
- 2S+1 = 1
- electronic energy (hartree) = -423.07863
- frontier orbital gap (eV) = 10.1
- energy above the lowest of the compared OMol25 structures with the same formula, charge and spin (kJ/mol) = 318.5

***

# 6
Here is C7H10O2 in the gas phase from the Open Molecules 2025 dataset. Energies are from the ωB97M-V functional and the def2-TZVPD basis.

Last column: Mulliken charge in e.
CARTESIAN COORDINATES (ANGSTROEM)
C: 1.7134 -1.2463 -0.6685  -1.34
C: 0.3152 -1.0976 0.0289  0.54
C: -0.7339 -0.5328 -0.9319  -0.92
C: -0.8940 1.0000 -0.8433  -0.71
C: -1.2082 1.5318 0.5885  -0.59
C: -0.2922 0.9393 1.6338  0.41
O: 0.0401 1.4718 2.6722  -0.50
C: 0.5469 -0.3872 1.3717  0.35
O: 1.4893 -0.7908 2.0129  -0.55
H: 1.8811 -1.9045 -1.5417  0.36
H: 1.9466 -0.2496 -1.0406  0.35
H: 2.4398 -1.4203 0.1742  0.35
H: -0.1602 -2.0685 0.2315  0.25
H: -1.6602 -1.0682 -0.7136  0.39
H: -0.5017 -0.9099 -1.9436  0.36
H: -1.5518 1.5209 -1.5576  0.37
H: 0.0997 1.3984 -1.1570  0.28
H: -2.2660 1.1790 0.8721  0.26
H: -1.2040 2.6345 0.8122  0.32

Values from the calculation:
- SMILES = C[C@@H]1CCCC(=O)C1=O
- total charge = 0
- 2S+1 = 1
- electronic energy (hartree) = -423.16358
- frontier orbital gap (eV) = 9.1
- energy above the lowest of the compared OMol25 structures with the same formula, charge and spin (kJ/mol) = 95.4

***

# 7
Here is a molecular structure, C7H10O2 from the Open Molecules 2025 dataset. Energies are from the ωB97M-V functional and the def2-TZVPD basis.

Last column: Mulliken charge in e.
CARTESIAN COORDINATES (ANGSTROEM)
C: 1.0576 0.1680 0.2409  0.30
C: -1.2146 -1.4302 0.1435  -0.74
C: -0.2182 0.5180 -1.6444  -1.20
C: 0.4503 1.3470 -0.5432  -0.48
C: 0.9178 0.1687 1.7553  -1.51
C: 0.3222 -0.9744 -0.5303  0.56
C: -1.9192 -0.2555 -0.0881  0.59
O: 0.8832 -1.9282 -1.0453  -0.68
O: -2.5417 0.6934 0.0862  -0.26
H: 2.1063 0.0240 -0.0267  0.43
H: -1.2942 -1.8014 1.1717  0.34
H: -1.4514 -2.1884 -0.5957  0.34
H: 0.4652 0.2433 -2.4460  0.38
H: -1.1352 0.9081 -2.0880  0.32
H: 1.1901 2.0716 -0.8927  0.32
H: -0.2770 1.9003 0.0550  0.25
H: 1.2623 -0.7730 2.1887  0.33
H: -0.1171 0.3338 2.0699  0.31
H: 1.5139 0.9749 2.1891  0.41

Values from the calculation:
- total charge = 0
- 2S+1 = 1
- electronic energy (hartree) = -423.05297
- frontier orbital gap (eV) = 7.7
- energy above the lowest of the compared OMol25 structures with the same formula, charge and spin (kJ/mol) = 385.8

***

# 8
Here is C7H10O2 in the gas phase from the Open Molecules 2025 dataset. Energies are from the ωB97M-V functional and the def2-TZVPD basis.

Last column: Mulliken spin population.
CARTESIAN COORDINATES (ANGSTROEM)
C: 0.1841 0.1763 0.0623  0.37
C: 0.1669 -1.0271 0.7284  -0.10
C: -0.1727 0.4806 -1.3091  0.03
C: 0.7438 -1.1744 1.9959  1.41
C: 0.1089 -2.3200 0.0165  0.07
C: 0.2994 -0.4043 3.2246  0.01
C: -0.5517 2.3721 -2.7150  0.00
O: -0.2961 -0.2993 -2.2307  0.08
O: -0.1390 1.8644 -1.4356  0.02
H: 0.6119 1.1396 0.4605  0.01
H: 1.0274 -2.4690 -0.5698  0.00
H: -0.8064 -2.4670 -0.6099  0.00
H: 0.0446 -3.0331 0.8895  -0.02
H: 1.2009 -0.5096 3.9740  0.02
H: -0.6123 -0.7564 3.6088  0.04
H: 0.1386 0.7054 2.9748  0.06
H: -0.5939 1.6683 -3.4647  0.00
H: 0.1598 3.2295 -2.9424  0.00
H: -1.5143 2.8241 -2.6579  0.00

Values from the calculation:
- <S²> = 2.054
- total charge = 0
- 2S+1 = 3
- electronic energy (hartree) = -423.03175
- frontier orbital gap (alpha / beta) (eV) = 8.7 / 8.9
- energy above the lowest of the compared OMol25 structures with the same formula, charge and spin (kJ/mol) = 0.0

***

no.,maximum force (eV Å⁻¹)
1,6.3
2,4.5
3,4.3
4,6.5
5,2.6
6,2.7
7,1.1
8,4.4